# 1
# C4H4OP

A gas-phase ion, C4H4OP (charge +1) in a non-equilibrium geometry (ωB97M-V/def2-TZVPD, OMol25).

Atoms and positions in Å:
C -0.03645 -0.94523 0.53973
C 1.01589 -0.30645 -0.24062
C -1.29005 -0.35462 0.69519
C 0.86848 0.91776 -0.83073
O -1.55499 0.86359 0.12672
P -0.59033 1.91708 -0.65482
H -0.00109 -1.95934 1.08718
H 2.05553 -0.84551 -0.42494
H -2.13920 -0.85380 0.97949
H 1.67221 1.56652 -1.27718

Forces on atoms 1 to 2 (eV/Å):
-0.78 -0.32 0.59
1.39 -2.26 0.52

Summary:
Net charge: +1
E: -571.09187 hartree
HOMO: -15.249 eV
Frontier orbital gap: 8.6 eV
Molecular weight: 99.05 g mol⁻¹

---

# 2
# C9H15FLaO4

A molecular structure, C9H15FLaO4 in a non-equilibrium geometry (ωB97M-V/def2-TZVPD, OMol25).

Atoms and positions in Å:
C -1.80013 0.69565 -1.73875
C -2.33257 -0.27448 -0.69771
C -1.51628 -1.60969 -0.78594
O -0.84910 -1.84116 0.42588
C 0.22132 -0.92117 0.69797
C 1.25426 -0.62544 -0.39730
C 2.18776 0.55876 -0.12469
C 1.52156 1.96917 -0.07550
F 2.95429 0.39367 0.94928
C 0.97480 -1.63702 1.89654
O 1.13222 -0.63632 2.86579
C 0.14454 0.24643 2.74454
O -0.32286 0.96501 3.51510
O -0.30610 0.16500 1.41189
H -2.08514 0.30500 -2.75418
H -2.32358 1.70066 -1.61773
H -0.66431 0.79753 -1.65305
H -2.36086 0.15349 0.29693
H -3.36836 -0.47305 -0.96965
H -0.88410 -1.63147 -1.67257
H -2.23512 -2.40742 -0.93347
H 0.83457 -0.45940 -1.39755
H 1.86597 -1.51553 -0.49731
H 2.87727 0.58913 -0.96721
H 2.10431 2.72718 -0.60665
H 0.44522 1.96244 -0.37751
H 1.52365 2.29711 0.96615
H 0.35963 -2.49082 2.16400
H 1.95307 -1.99092 1.60141
La -1.30591 2.98766 -2.26871

Forces on atoms 1 to 2 (eV/Å):
-0.92 -1.60 0.29
-0.49 -0.20 -0.64

Summary:
Net charge: +3
E: -782.94842 hartree
HOMO: -19.193 eV
Frontier orbital gap: 3.4 eV
Molecular weight: 345.12 g mol⁻¹

---

# 3
# C4H6O2

3 unconnected molecules or ions with the total composition C4H6O2 in a non-equilibrium geometry (ωB97M-V/def2-TZVPD, OMol25).

Atoms and positions in Å:
O 0.75524 2.56991 0.25067
C 0.77247 1.43630 0.24400
C -1.53474 0.39059 -0.06975
C -1.36237 -0.92558 -0.13033
O 1.07631 -1.58138 -0.25648
C 1.85483 -0.68162 -0.06334
H -1.59884 1.00328 -0.96608
H -1.64683 0.90774 0.87981
H -1.28778 -1.53467 0.76478
H -1.26156 -1.44949 -1.07433
H 2.30908 -0.10212 -0.89168
H 2.21849 -0.41201 0.94585

Forces on atoms 1 to 2 (eV/Å):
-0.08 -0.82 -0.01
0.19 1.67 0.12

Summary:
Net charge: 0
E: -306.39825 hartree
HOMO: -9.762 eV
Frontier orbital gap: 10.6 eV
Molecular weight: 86.09 g mol⁻¹

---

# 4
# C5H14

2 unconnected molecules or ions with the total composition C5H14 in a non-equilibrium geometry (ωB97M-V/def2-TZVPD, OMol25).

Atoms and positions in Å:
C -1.21352 -0.30275 1.34055
C -1.41663 1.18255 1.11930
C -2.11205 1.54427 -0.19427
H -0.90224 -0.95730 0.52004
H -0.37843 -0.47334 2.02575
H -2.14334 -0.78400 1.65159
H -0.45456 1.69389 1.16745
H -2.07746 1.52930 1.91711
H -1.47424 1.26112 -1.03459
H -2.32462 2.60485 -0.32317
H -3.04368 0.99444 -0.35658
C 1.52119 -0.78747 -0.64803
C 2.84962 -1.27712 -1.25381
H 1.50432 0.30306 -0.67775
H 0.66730 -1.08284 -1.25482
H 1.41902 -1.22017 0.34212
H 3.66146 -1.41796 -0.55224
H 2.64379 -2.20990 -1.78547
H 3.27407 -0.60064 -2.00318

Forces on atoms 1 to 2 (eV/Å):
0.27 -1.03 -0.11
-0.56 0.14 -0.56

Summary:
Net charge: 0
E: -198.87556 hartree
HOMO: -11.221 eV
Frontier orbital gap: 12.3 eV
Molecular weight: 74.17 g mol⁻¹

---

# 5
# C33H41IN5O4P

5 unconnected molecules or ions with the total composition C33H41IN5O4P in a non-equilibrium geometry (ωB97M-V/def2-TZVPD, OMol25).

Atoms and positions in Å:
C -0.00699 0.95204 -1.63032
C -1.25499 0.00265 -1.99199
O -2.01057 0.30068 -2.90740
O -1.51665 -1.17866 -1.30720
C -2.08539 -0.90790 0.01842
C -1.43094 -1.96034 0.98104
C -1.96770 -1.90401 2.46943
C -2.38897 -3.29659 3.07574
C -1.17724 -4.08881 3.73834
N -0.14580 -4.23112 2.68753
C 0.49280 -5.50883 2.52012
O 0.34715 -6.50264 3.18034
C 1.43716 -5.21145 1.31931
C 1.97818 -6.02734 0.26779
C 2.81801 -5.33134 -0.72901
C 3.09421 -3.88584 -0.65752
P 4.12466 -3.14390 -2.02888
C 5.47669 -2.02006 -1.38942
C 2.87258 -2.15051 -3.04687
C 2.55730 -3.06828 0.47551
I 2.88256 -0.97558 0.74219
C 1.74024 -3.76840 1.42857
C 0.98312 -3.32411 2.71175
O 1.23530 -2.51065 3.55184
H 0.86474 0.38756 -1.22405
H 0.28081 1.56232 -2.52558
H -0.41509 1.69091 -0.88277
H -3.19111 -1.06480 -0.01578
H -1.78108 0.14309 0.26973
H -1.46664 -3.00905 0.57474
H -0.33147 -1.69796 1.01354
H -1.12852 -1.51259 3.11591
H -2.78062 -1.12579 2.51270
H -3.14335 -3.10941 3.88525
H -2.85433 -3.90597 2.26036
H -0.78860 -3.56969 4.65236
H -1.57652 -5.11428 3.96159
H 1.75224 -7.11163 0.23625
H 3.26581 -5.90002 -1.57780
H 5.15303 -0.96559 -1.17684
H 6.23829 -1.93310 -2.21623
H 6.00552 -2.47614 -0.51348
H 1.98699 -2.81127 -3.26586
H 3.32432 -1.79055 -4.00111
H 2.44461 -1.28569 -2.45951
C 3.62817 -5.68934 6.69487
C 3.46183 -7.09571 6.76338
C 2.34415 -7.41060 6.03173
N 1.82753 -6.24925 5.52856
C 2.60633 -5.19555 5.92331
H 4.40851 -5.10527 7.15720
H 4.09022 -7.79797 7.28857
H 1.87311 -8.35864 5.82753
H 1.00134 -6.18007 4.95451
H 2.36617 -4.18714 5.62295
C -2.53067 5.52480 -3.29970
C -2.34332 4.12203 -3.41071
C -2.49868 3.58445 -2.15845
N -2.77164 4.61524 -1.29680
C -2.79741 5.79682 -1.98482
H -2.47855 6.25221 -4.09566
H -2.12127 3.56615 -4.30870
H -2.43744 2.56472 -1.81703
H -2.92852 4.51769 -0.30864
H -3.00151 6.72662 -1.47926
C -3.58597 8.56085 0.90754
C -2.86014 7.46080 1.43337
C -2.72037 7.66988 2.78109
N -3.32973 8.85554 3.08816
C -3.86419 9.40231 1.95285
H -3.87277 8.71711 -0.12068
H -2.48331 6.61162 0.88543
H -2.24058 7.08022 3.54548
H -3.37807 9.26203 4.00592
H -4.39332 10.34079 1.98734
C 1.13901 4.99668 -7.90855
C 0.20506 4.09269 -8.47695
C -0.82909 3.96072 -7.58630
N -0.55343 4.74658 -6.50039
C 0.64165 5.38519 -6.69114
H 2.06964 5.32590 -8.34344
H 0.28231 3.59577 -9.43124
H -1.73417 3.37644 -7.63041
H -1.13867 4.84068 -5.68826
H 1.03401 6.05770 -5.94541

Forces on atoms 1 to 2 (eV/Å):
-1.22 -0.51 0.12
-0.69 0.80 -1.92

Summary:
Net charge: 0
E: -2495.74736 hartree
HOMO: -7.996 eV
Frontier orbital gap: 7.3 eV
Molecular weight: 729.60 g mol⁻¹

---

Question: Number 1 is which compound?
Answer: C4H4OP

---

Question: E of number 4 (C5H14)?
Answer: -198.87556 hartree